{"formula": "C5H17NO2", "method": "the ωB97M-V functional and the def2-TZVPD basis", "spin_multiplicity": 2, "fmax_ev_per_a": 5.121, "s_squared": 0.755, "gap_ev": [12.046, 7.172], "charge": 1, "e_homo_ev": [-14.989, -14.988], "e_above_lowest_kcal_mol": 65.03, "symbols": ["O", "O", "N", "C", "C", "C", "C", "C", "H", "H", "H", "H", "H", "H", "H", "H", "H", "H", "H", "H", "H", "H", "H", "H", "H"], "coordinates": [[1.879, 0.679, -2.863], [0.536, 2.210, 2.603], [-0.168, -0.537, -0.468], [-0.104, -0.904, 0.941], [1.359, -1.096, 1.338], [-1.115, 0.647, -0.712], [-0.937, -2.192, 1.338], [-1.696, 0.800, -2.109], [-1.914, -1.915, 1.783], [1.701, -1.126, 2.455], [-0.503, 1.508, -0.426], [-1.897, 0.477, 0.029], [1.765, -1.929, 0.653], [1.338, 0.616, -3.602], [-2.658, 1.276, -2.079], [0.075, 1.582, 1.994], [1.908, 1.055, -2.055], [0.514, 1.590, 3.386], [1.751, -0.084, 0.992], [-0.483, -2.999, 1.765], [-1.261, -2.802, 0.434], [-1.173, 1.506, -2.713], [-0.082, -1.271, -1.166], [-0.544, -0.171, 1.774], [-1.724, -0.195, -2.639]], "atomic_forces_ev_per_a": [[2.952, -3.368, -2.081], [-0.843, -2.563, 0.433], [-3.067, 1.451, 1.607], [-0.437, -1.063, 4.076], [1.946, 1.191, -1.051], [1.056, -0.868, -0.534], [-2.956, 1.072, -4.042], [0.516, -1.374, -0.320], [0.812, -0.160, 0.091], [-1.316, -0.509, -2.074], [-0.220, 0.101, 0.233], [0.046, 0.126, 0.154], [-0.069, 1.214, 1.480], [-1.960, 0.882, -0.945], [-0.798, -0.370, 0.375], [0.482, 1.264, 0.193], [-1.029, 2.485, 3.090], [0.394, 1.440, -0.552], [0.523, -1.404, 0.374], [1.992, -1.307, 2.219], [0.090, 1.099, 0.280], [1.014, 0.210, -0.423], [0.447, -0.056, -0.188], [0.734, -0.593, -2.850], [-0.310, 1.101, 0.453]], "mulliken_spin": [0.008, 0.000, 0.821, -0.001, 0.043, -0.009, 0.075, 0.005, 0.006, 0.009, 0.036, 0.037, 0.000, -0.001, 0.002, -0.001, -0.001, 0.000, -0.007, -0.002, 0.002, 0.000, -0.032, 0.010, -0.001]}

=====

{"formula": "C5H3N2PS", "method": "the ωB97M-V functional and the def2-TZVPD basis", "spin_multiplicity": 1, "fmax_ev_per_a": 3.589, "gap_ev": 8.863, "e_homo_ev": -9.130, "symbols": ["S", "P", "N", "N", "C", "C", "C", "C", "C", "H", "H", "H"], "coordinates": [[-0.046, 2.311, -0.171], [-2.842, -0.860, 0.127], [-1.608, -1.968, 0.219], [-2.214, 0.621, 0.055], [-0.343, -1.600, 0.196], [-0.864, 0.821, -0.060], [1.500, 1.491, -0.208], [1.434, 0.168, -0.127], [0.051, -0.277, -0.105], [2.419, 2.182, -0.222], [2.226, -0.451, -0.122], [0.287, -2.439, 0.418]], "atomic_forces_ev_per_a": [[0.380, 0.142, -0.012], [0.378, -0.292, 0.061], [-0.692, 0.637, 0.135], [1.440, 0.760, -0.252], [-1.651, 0.445, -0.614], [-1.435, -2.558, -0.173], [1.563, 2.879, 0.123], [-3.355, 1.218, -0.381], [1.121, 0.111, 1.219], [-1.539, -1.418, -0.060], [2.609, -2.036, 0.052], [1.180, 0.111, -0.097]], "nbo_charge": [0.446, 1.171, -0.825, -0.854, 0.129, 0.033, -0.368, -0.233, -0.169, 0.248, 0.223, 0.200]}

=====

| no. | total energy (Eh) |
| --- | --- |
| 1 | -405.5213 |
| 2 | -1041.3789 |